The following is a quantum chemistry calculation of C27H31N5O5S as an isolated structure, from the Open Molecules 2025 dataset.

Element x y z (Å)
S1 1.470 -2.914 1.505
O1 -6.724 0.029 0.163
O2 2.910 2.755 -2.024
O3 2.855 -6.150 -1.759
O4 -1.175 2.492 0.672
O5 0.083 -1.527 -1.966
N1 1.389 -3.845 -2.237
N2 3.474 -6.564 0.377
N3 2.257 -4.288 1.199
N4 0.542 2.174 -0.749
N5 -0.332 -0.580 0.029
C1 -5.372 0.026 0.004
C2 2.221 -4.607 -0.077
C3 3.393 0.918 1.469
C4 0.996 -2.637 -0.147
C5 1.127 1.009 3.045
C6 1.098 0.300 1.851
C7 0.228 -1.551 -0.740
C8 3.116 4.930 -1.107
C9 2.129 3.838 -1.531
C10 -0.179 -0.408 1.453
C11 1.514 -3.689 -0.919
C12 -4.509 -0.997 0.377
C13 2.276 1.664 3.448
C14 -2.609 0.282 -0.388
C15 -0.614 1.816 -0.165
C16 4.355 4.114 -0.739
C17 -3.477 1.300 -0.771
C18 1.279 3.349 -0.351
C19 2.242 0.265 1.064
C20 3.415 1.619 2.662
C21 -7.379 -1.130 0.636
C22 -7.507 -2.212 -0.433
C23 2.870 -5.833 -0.580
C24 4.285 2.981 -1.760
C25 -3.144 -0.861 0.181
C26 -4.834 1.178 -0.576
C27 -1.127 0.442 -0.638
H1 -3.082 2.197 -1.223
H2 2.281 2.216 4.377
H3 0.561 4.111 -0.039
H4 4.784 3.269 -2.696
H5 -6.879 -1.521 1.531
H6 -8.058 -3.059 -0.034
H7 1.463 4.162 -2.339
H8 -2.499 -1.678 0.469
H9 -8.373 -0.778 0.927
H10 4.726 2.047 -1.404
H11 1.021 1.562 -1.393
H12 4.264 3.721 0.274
H13 0.239 1.053 3.656
H14 4.314 2.129 2.977
H15 4.277 0.876 0.848
H16 3.942 -7.420 0.131
H17 1.929 3.109 0.500
H18 2.242 -0.263 0.122
H19 1.805 -4.666 -2.653
H20 -5.510 1.966 -0.865
H21 3.449 -6.248 1.331
H22 -1.030 0.186 1.800
H23 -6.528 -2.549 -0.763
H24 -8.041 -1.816 -1.293
H25 2.734 5.523 -0.280
H26 5.278 4.683 -0.818
H27 -4.876 -1.907 0.825
H28 3.334 5.588 -1.948
H29 -0.936 0.335 -1.714
H30 -0.239 -1.376 1.964
H31 0.870 -3.143 -2.745

Its energy relative to the best compared isomer or geometry (same formula, charge and spin) is 0.0000 eV. The gap between HOMO and LUMO comes out at 0.29791 hartree. For the strongest force on any atom, the calculation gives 0.01559 hartree/bohr. The LUMO energy is -0.072 eV.